Entry 1
{"formula": "C3H7ClN3", "method": "wB97M-V/def2-TZVPD", "homo_energy_ev": -14.959, "gap_ev": 11.867, "smiles": "[H]/N=C(\\Cl)CC(N)=[NH2+]", "charge": 1, "elements": ["C", "C", "C", "N", "N", "N", "Cl", "H", "H", "H", "H", "H", "H", "H"], "xyz": [[2.29223, -0.33293, 0.05928], [-0.48466, 0.12086, -0.06744], [0.82981, 0.75564, 0.15631], [2.03732, -1.54450, -0.02951], [-0.58672, -1.16424, -0.23658], [-1.52740, 0.93224, -0.07394], [3.73775, 0.53326, 0.10905], [1.03978, 1.53088, -0.57210], [0.90531, 1.16147, 1.16243], [2.79913, -2.21307, -0.07607], [0.30193, -1.69586, -0.20519], [-1.48030, -1.61161, -0.38312], [-1.40150, 1.92003, 0.08520], [-2.47132, 0.60481, -0.21081]], "mulliken_charge": [0.53, 0.70, -1.02, -0.53, -0.27, -0.35, -0.09, 0.45, 0.41, 0.25, 0.25, 0.21, 0.23, 0.22]}

***

Entry 2
{"formula": "C3H7ClN3", "method": "wB97M-V/def2-TZVPD", "homo_energy_ev": [-13.013, -13.011], "gap_ev": [8.414, 8.412], "charge": 1, "elements": ["C", "C", "C", "N", "N", "N", "Cl", "H", "H", "H", "H", "H", "H", "H"], "xyz": [[3.11582, 0.56715, -0.22413], [0.68654, 0.27492, 0.14515], [-1.10013, -1.36949, -0.23420], [3.59839, 1.65487, -0.34261], [0.04357, 1.34034, 0.47515], [0.34043, -0.95188, -0.06403], [3.75041, -0.88229, 0.11611], [-1.48575, -0.64464, -0.87494], [-1.45729, -1.62712, 0.77339], [-1.22830, -2.23505, -0.74704], [3.21241, 2.59040, -0.30883], [0.33810, 2.27323, 0.20863], [-0.89732, 1.27330, 0.83036], [1.16355, -1.52124, 0.02972]], "mulliken_charge": [0.49, 0.16, -1.03, -0.32, -0.27, -0.08, -0.03, 0.40, 0.34, 0.38, 0.28, 0.22, 0.26, 0.20]}

***

Which structure wins on stability? entry 1 wins.

***

Entry 1
{"formula": "C2H2F2", "method": "wB97M-V/def2-TZVPD", "homo_energy_ev": -10.300, "gap_ev": 11.534, "smiles": "F/C=C/F", "elements": ["C", "C", "H", "H", "F", "F"], "xyz": [[0.50356, -0.33116, 0.03159], [-0.55362, 0.37946, 0.04597], [0.44015, -1.40747, 0.04546], [-0.52311, 1.52755, 0.00466], [1.81120, 0.09171, -0.02706], [-1.76862, -0.13725, -0.03021]], "mulliken_charge": [-0.12, -0.02, 0.31, 0.27, -0.23, -0.22]}

***

Entry 2
{"formula": "C2H2F2", "method": "wB97M-V/def2-TZVPD", "homo_energy_ev": -10.769, "gap_ev": 8.590, "elements": ["C", "C", "F", "F", "H", "H"], "xyz": [[-0.88402, 0.12661, 0.02826], [0.38837, 0.41729, 0.05404], [1.40186, 1.22746, 0.04880], [1.88544, -1.49984, -0.04864], [-0.94556, -0.90128, -0.11937], [-1.84610, 0.62975, 0.03690]], "mulliken_charge": [-0.47, 0.49, -0.07, -0.60, 0.32, 0.32]}

***

Which structure wins on stability? entry 1 wins.

***

Entry 1
{"formula": "C3H6OSe", "method": "wB97M-V/def2-TZVPD", "homo_energy_ev": [-8.870, -8.824], "gap_ev": [6.131, 6.082], "elements": ["C", "C", "C", "O", "Se", "H", "H", "H", "H", "H", "H"], "xyz": [[1.35090, 0.45956, 0.50943], [-1.32436, -1.33613, -0.18370], [0.95431, 1.56981, -0.28207], [1.37711, -0.69045, 0.00483], [-2.01453, 0.39180, 0.23682], [1.49991, 0.75677, 1.63538], [-1.75685, -1.76568, -1.16098], [-0.20275, -1.25983, -0.33004], [-1.34682, -2.05329, 0.71361], [0.81224, 2.49514, 0.08588], [0.65084, 1.43231, -1.22916]], "mulliken_charge": [0.23, -0.66, -0.84, -0.58, -0.02, 0.22, 0.31, 0.24, 0.31, 0.37, 0.42]}

***

Entry 2
{"formula": "C3H6OSe", "method": "wB97M-V/def2-TZVPD", "homo_energy_ev": [-9.177, -7.168], "gap_ev": [9.994, 5.091], "elements": ["C", "C", "C", "O", "Se", "H", "H", "H", "H", "H", "H"], "xyz": [[-0.41808, -0.84247, -0.10535], [-1.46942, -0.16214, 0.78221], [1.57082, 0.34284, -0.48907], [0.85450, -0.47730, 0.28749], [-3.22338, 0.06283, -0.08378], [-0.60724, -1.85748, 0.23722], [-0.64690, -0.54599, -1.07992], [-1.55586, -0.83244, 1.58361], [-1.15646, 0.76965, 1.19350], [2.62953, 0.41560, -0.10904], [1.16609, 0.94309, -1.33692]], "mulliken_charge": [-0.39, -0.78, -0.49, -0.27, -0.04, 0.26, 0.44, 0.33, 0.38, 0.26, 0.29]}

***

Which structure wins on stability? entry 2 wins.

***

Entry 1
{"formula": "H4NPSi", "method": "wB97M-V/def2-TZVPD", "homo_energy_ev": -8.070, "gap_ev": 7.545, "elements": ["N", "Si", "P", "H", "H", "H", "H"], "xyz": [[0.99846, -0.06102, 1.05963], [-0.92513, -0.67222, -0.34686], [1.87682, 1.12108, 0.77745], [-1.75221, -1.14168, 0.68379], [-1.22292, 0.29705, -1.47875], [-0.15994, -1.82808, -0.63205], [1.18492, 2.28488, -0.06321]], "mulliken_charge": [-0.39, 0.51, 0.03, -0.05, -0.02, -0.05, -0.02]}

***

Entry 2
{"formula": "H4NPSi", "method": "wB97M-V/def2-TZVPD", "homo_energy_ev": -9.220, "gap_ev": 7.969, "smiles": "[H]/P=N/[SiH3]", "elements": ["N", "Si", "P", "H", "H", "H", "H"], "xyz": [[-0.04370, -0.78890, 0.60851], [0.09112, 0.49606, -0.51658], [-1.06866, -1.46723, 1.73774], [-1.29005, 1.13277, -1.02979], [0.67125, 1.52516, 0.23325], [0.92301, 0.34196, -1.66727], [-0.09041, -2.51620, 2.44187]], "mulliken_charge": [-0.18, 0.32, 0.13, -0.10, -0.11, -0.12, 0.06]}

***

Which structure wins on stability? entry 2 wins.

***

Entry 1
{"formula": "O3S2", "method": "wB97M-V/def2-TZVPD", "homo_energy_ev": [-10.161, -10.156], "gap_ev": [7.664, 7.659], "elements": ["O", "O", "O", "S", "S"], "xyz": [[0.10205, -0.20236, 1.59641], [1.02266, -1.16945, -0.38444], [-0.97136, 0.64586, -0.86883], [-0.13315, -1.06941, 0.46661], [-0.02020, 1.79536, -0.80974]], "mulliken_charge": [-0.42, -0.40, -0.33, 0.76, 0.38]}

***

Entry 2
{"formula": "O3S2", "method": "wB97M-V/def2-TZVPD", "homo_energy_ev": [-9.891, -8.342], "gap_ev": [8.949, 6.386], "elements": ["O", "O", "O", "S", "S"], "xyz": [[0.01561, 0.45468, 0.01063], [-1.80990, -0.53188, 1.56587], [1.75834, 0.13498, -1.83754], [-1.13851, 0.67826, 1.11851], [1.17446, -0.73605, -0.85748]], "mulliken_charge": [-0.36, -0.41, -0.31, 0.47, 0.60]}

***

Which structure wins on stability? entry 1 wins.

***

Entry 1
{"formula": "C2H8N3O2", "method": "wB97M-V/def2-TZVPD", "homo_energy_ev": -14.985, "gap_ev": 11.059, "charge": 1, "elements": ["C", "C", "N", "N", "N", "O", "O", "H", "H", "H", "H", "H", "H", "H", "H"], "xyz": [[1.76396, 0.48063, 0.00435], [-1.30650, 0.28534, 0.33149], [0.56077, -0.73965, -1.54862], [0.42839, 0.04071, -0.56948], [-1.19814, 0.37329, 1.66122], [1.50381, -0.97873, -2.23294], [-1.95906, -0.62850, -0.38660], [2.26458, -0.43097, 0.53907], [2.25209, 0.98070, -0.90163], [1.35885, 1.19708, 0.75880], [-1.26945, 1.22786, -0.10353], [-0.28273, -1.16721, -1.88479], [-1.21422, -0.45159, 2.18169], [-1.13307, 1.29709, 2.13725], [-1.76929, -1.48604, 0.01372]], "mulliken_charge": [-0.71, 0.05, 0.40, 0.04, -0.26, -0.52, -0.45, 0.29, 0.31, 0.30, 0.49, 0.23, 0.20, 0.28, 0.35]}

***

Entry 2
{"formula": "C2H8N3O2", "method": "wB97M-V/def2-TZVPD", "homo_energy_ev": -14.484, "gap_ev": 8.791, "charge": 1, "elements": ["C", "C", "N", "N", "N", "O", "O", "H", "H", "H", "H", "H", "H", "H", "H"], "xyz": [[-3.89176, -0.58702, -0.19066], [3.42329, -0.39624, -0.19588], [-1.79268, 0.47289, -0.13839], [0.25860, 1.16265, 0.62091], [-0.66285, 0.64024, 0.21232], [-2.49592, -0.66751, -0.14057], [2.86130, 0.59802, 0.68078], [-4.32516, -0.87868, -1.26945], [-4.17615, 0.41828, 0.10856], [-4.21613, -1.43740, 0.41952], [4.27816, -0.87126, 0.25390], [3.49299, 0.03969, -1.14547], [2.55780, -1.07076, -0.39644], [1.35460, 1.12094, 0.54928], [3.33390, 1.45617, 0.63160]], "mulliken_charge": [-0.44, -0.51, -0.37, -0.43, 1.05, -0.07, -0.62, 0.25, 0.30, 0.23, 0.24, 0.33, 0.23, 0.46, 0.35]}

***

Entry 3
{"formula": "C2H8N3O2", "method": "wB97M-V/def2-TZVPD", "homo_energy_ev": -13.855, "gap_ev": 9.525, "charge": 1, "elements": ["C", "C", "N", "N", "N", "O", "O", "H", "H", "H", "H", "H", "H", "H", "H"], "xyz": [[0.40544, -2.37062, -0.04058], [2.97212, 0.67570, -0.09510], [-0.60991, -0.36066, 0.61119], [-2.96721, 1.66964, -0.03993], [-0.89194, 0.52637, 1.20606], [-0.54551, -1.28762, -0.17660], [1.90650, 0.14144, 0.06245], [1.41571, -1.99066, -0.19807], [0.13432, -3.06822, -0.83077], [0.31800, -2.84490, 0.93706], [3.75708, 0.65217, 0.67139], [-3.77893, 1.14523, -0.33799], [3.22759, 1.20366, -1.02313], [-2.64222, 2.23865, -0.81024], [-3.23571, 2.28442, 0.71805]], "mulliken_charge": [-0.38, -0.10, 0.76, -0.72, -0.13, -0.13, -0.40, 0.26, 0.27, 0.30, 0.25, 0.26, 0.25, 0.25, 0.26]}

***

Which structure wins on stability? entry 1 wins.